# C71H163F2N2O6P4S2

A 7-piece molecular cluster, C71H163F2N2O6P4S2 overall at a distorted geometry (ωB97M-V/def2-TZVPD, OMol25).

Output
HOMO-LUMO gap: 7.23 eV
E: -155768.513 eV
net charge: +3
energy relative to the best compared isomer or geometry (same formula, charge and spin): 754.31 kJ/mol

Each line ends with the Mulliken charge.
Geometry (Å):
C1 -0.066 -1.027 -1.488  -0.49
C2 -0.011 0.268 -0.616  1.82
C3 1.312 0.198 0.163  -1.38
O1 -0.322 1.425 -1.275  -0.50
H1 0.272 -1.862 -0.873  0.32
H2 0.739 -0.991 -2.222  -0.38
H3 -0.983 -1.098 -2.072  -0.51
H4 -0.824 0.117 0.094  -0.48
H5 2.096 0.571 -0.496  -0.47
H6 1.413 -0.754 0.684  0.85
H7 1.243 0.927 0.970  -0.04
C4 6.736 -1.765 -0.931  -1.36
C5 7.652 -2.548 0.082  0.32
C6 7.759 -1.994 1.540  -0.49
O2 8.689 -0.868 1.691  -0.38
C7 9.578 -0.862 2.832  -0.68
N1 7.287 -4.073 -0.051  -0.06
H8 6.393 -4.381 0.305  0.01
H9 7.243 -4.402 -1.004  0.44
H10 8.017 -4.687 0.280  0.44
H11 6.969 -0.703 -1.004  0.42
H12 5.708 -1.980 -0.639  0.17
H13 6.812 -2.176 -1.938  0.45
H14 8.636 -2.700 -0.361  0.36
H15 7.977 -2.799 2.243  0.52
H16 6.744 -1.610 1.639  0.13
H17 10.284 -0.032 2.825  0.26
H18 10.148 -1.788 2.767  0.32
H19 9.046 -0.832 3.784  0.28
C8 1.510 -3.709 -4.138  -0.16
C9 1.038 -4.321 -5.445  -1.07
C10 -0.467 -4.436 -5.498  -0.31
C11 -1.194 -3.032 -5.478  -0.08
P1 -3.054 -3.074 -5.117  0.76
C12 -3.779 -1.368 -4.826  -0.91
C13 -2.950 -0.459 -3.920  1.27
C14 -3.401 1.019 -4.103  -0.03
C15 -3.075 1.673 -5.476  -1.47
C16 -3.838 -3.902 -6.601  -1.04
C17 -5.359 -4.012 -6.630  -0.66
C18 -5.870 -4.827 -7.815  -0.87
C19 -5.409 -4.388 -9.268  -1.01
C20 -3.240 -4.247 -3.679  -1.67
C21 -2.428 -3.844 -2.434  1.41
C22 -2.301 -5.062 -1.472  -0.65
C23 -3.680 -5.421 -0.857  -1.29
H20 1.377 -2.628 -4.174  -0.46
H21 2.584 -3.833 -4.002  0.60
H22 0.994 -4.049 -3.240  0.12
H23 1.445 -5.331 -5.386  0.42
H24 1.466 -3.805 -6.304  0.36
H25 -0.824 -4.983 -4.624  0.19
H26 -0.639 -5.062 -6.373  0.31
H27 -0.857 -2.359 -6.267  0.85
H28 -0.845 -2.466 -4.614  -0.79
H29 -4.815 -1.307 -4.494  0.61
H30 -3.740 -1.051 -5.868  0.33
H31 -1.871 -0.419 -4.068  -0.23
H32 -3.081 -0.751 -2.878  -0.43
H33 -3.022 1.699 -3.341  -0.48
H34 -4.485 1.002 -3.995  0.53
H35 -2.016 1.929 -5.514  0.28
H36 -3.578 2.635 -5.571  0.41
H37 -3.414 1.082 -6.326  0.37
H38 -3.385 -4.885 -6.474  0.66
H39 -3.260 -3.602 -7.475  0.60
H40 -5.704 -2.978 -6.598  0.39
H41 -5.862 -4.384 -5.738  0.39
H42 -6.934 -5.063 -7.802  0.49
H43 -5.500 -5.850 -7.741  0.35
H44 -4.335 -4.227 -9.362  0.30
H45 -5.994 -3.570 -9.690  0.29
H46 -5.706 -5.286 -9.809  0.35
H47 -3.050 -5.252 -4.053  0.46
H48 -4.306 -4.142 -3.476  0.98
H49 -2.949 -2.999 -1.984  0.00
H50 -1.377 -3.638 -2.634  -0.82
H51 -1.740 -5.024 -0.539  0.05
H52 -1.709 -5.825 -1.977  0.50
H53 -3.540 -6.260 -0.175  0.44
H54 -4.364 -5.711 -1.655  0.39
H55 -3.955 -4.635 -0.154  0.20
C24 3.630 0.594 5.239  -1.51
C25 2.332 0.121 4.550  -0.07
C26 1.965 -1.330 4.471  1.79
C27 1.210 -1.695 5.735  -1.83
P2 0.834 -3.505 5.928  0.92
C28 2.196 -4.379 6.485  -0.58
C29 3.172 -3.710 7.498  -1.13
C30 4.243 -2.834 6.928  0.59
C31 4.954 -1.939 7.947  -1.68
C32 -0.703 -3.829 6.914  -1.24
C33 -0.431 -3.728 8.556  -0.66
C34 -1.125 -2.434 9.197  -0.37
C35 -1.247 -2.451 10.790  -1.34
C36 0.315 -4.213 4.310  -0.07
C37 -0.802 -3.434 3.790  -1.25
C38 -1.149 -3.461 2.221  -0.31
C39 -2.340 -2.614 1.847  -0.62
H56 4.420 -0.144 5.101  0.21
H57 3.554 0.677 6.323  0.39
H58 3.978 1.577 4.924  0.45
H59 2.235 0.641 3.597  -0.43
H60 1.649 0.682 5.187  0.19
H61 2.867 -1.883 4.206  -0.81
H62 1.222 -1.386 3.676  0.01
H63 0.286 -1.169 5.973  0.84
H64 1.798 -1.556 6.643  1.00
H65 2.756 -4.730 5.619  0.26
H66 2.008 -5.383 6.864  0.63
H67 3.493 -4.511 8.163  0.53
H68 2.607 -3.048 8.155  0.35
H69 3.881 -2.263 6.074  -0.43
H70 4.906 -3.515 6.395  0.44
H71 4.223 -1.231 8.336  0.36
H72 5.957 -1.539 7.795  0.37
H73 5.148 -2.527 8.844  0.42
H74 -0.706 -4.900 6.710  0.50
H75 -1.510 -3.250 6.465  0.56
H76 0.614 -3.876 8.826  0.28
H77 -0.937 -4.588 8.995  0.58
H78 -2.151 -2.490 8.832  0.30
H79 -0.700 -1.509 8.808  0.26
H80 -1.931 -1.678 11.138  0.38
H81 -0.424 -2.022 11.361  0.35
H82 -1.515 -3.372 11.308  0.34
H83 0.133 -5.270 4.504  0.99
H84 1.141 -4.106 3.607  -0.39
H85 -0.661 -2.373 3.997  0.05
H86 -1.777 -3.687 4.206  0.52
H87 -1.343 -4.458 1.826  0.50
H88 -0.327 -3.071 1.619  0.05
H89 -2.125 -1.568 2.068  -0.03
H90 -3.269 -2.997 2.270  0.64
H91 -2.347 -2.519 0.761  -0.12
C40 -0.884 7.073 -4.779  -1.17
C41 -1.287 5.593 -5.024  -0.59
C42 -0.291 4.492 -4.549  -0.10
C43 0.312 4.651 -3.177  -0.65
P3 1.834 3.734 -2.965  0.62
C44 1.983 2.253 -3.887  -0.55
C45 3.176 1.410 -3.555  0.43
C46 3.004 0.023 -4.196  0.39
C47 3.989 -1.045 -3.685  -1.33
C48 3.092 5.047 -3.460  -1.44
C49 2.945 5.653 -4.834  0.01
C50 3.319 7.148 -4.844  -0.73
C51 2.926 7.952 -6.144  -1.32
C52 2.295 3.690 -1.092  0.15
C53 3.824 3.512 -0.748  -0.39
C54 4.193 3.680 0.769  -1.58
C55 3.594 2.734 1.835  -0.34
H92 -1.756 7.585 -5.186  0.54
H93 0.055 7.319 -5.275  0.02
H94 -0.968 7.466 -3.766  0.32
H95 -1.454 5.502 -6.097  0.48
H96 -2.273 5.412 -4.596  -0.05
H97 0.431 4.440 -5.363  0.53
H98 -0.834 3.547 -4.549  -0.38
H99 -0.429 4.237 -2.493  0.14
H100 0.567 5.671 -2.890  0.83
H101 1.826 2.447 -4.948  1.04
H102 1.072 1.798 -3.498  -0.03
H103 3.030 1.324 -2.478  -0.85
H104 4.159 1.881 -3.578  0.64
H105 2.919 0.194 -5.269  0.55
H106 1.975 -0.316 -4.075  -0.56
H107 3.627 -2.052 -3.893  0.19
H108 4.171 -1.240 -2.628  0.13
H109 4.997 -0.983 -4.095  0.54
H110 3.996 4.447 -3.351  0.64
H111 3.111 5.721 -2.604  0.56
H112 1.925 5.767 -5.201  -0.38
H113 3.420 5.060 -5.615  0.48
H114 4.387 7.360 -4.786  0.35
H115 2.785 7.685 -4.060  0.39
H116 3.535 7.584 -6.970  0.35
H117 3.041 9.036 -6.168  0.38
H118 1.898 7.755 -6.447  0.29
H119 1.854 2.815 -0.616  -0.78
H120 1.858 4.564 -0.609  0.77
H121 4.414 4.200 -1.353  0.54
H122 4.319 2.595 -1.070  0.30
H123 4.257 4.745 0.992  0.44
H124 5.260 3.458 0.786  0.47
H125 2.556 3.014 2.019  -0.05
H126 4.145 2.770 2.775  0.44
H127 3.752 1.684 1.589  0.23
C56 -6.959 -1.435 1.411  -1.63
C57 -5.581 -0.857 1.259  0.25
C58 -5.444 0.670 1.182  -0.63
C59 -3.953 1.046 1.014  -0.16
P4 -3.464 2.805 1.100  0.89
C60 -1.811 3.075 1.842  -1.24
C61 -1.481 2.573 3.282  -0.14
C62 -0.302 3.206 3.883  0.07
C63 -0.365 3.641 5.363  -1.73
C64 -3.483 3.385 -0.581  0.37
C65 -4.814 3.509 -1.268  -0.78
C66 -4.895 4.556 -2.404  -0.39
C67 -4.744 6.050 -1.906  -1.36
C68 -4.751 3.625 2.175  -1.24
C69 -4.322 5.081 2.613  -0.86
C70 -5.434 5.881 3.214  -0.55
C71 -5.164 7.383 3.380  -1.25
H128 -7.399 -1.221 2.385  0.35
H129 -6.943 -2.525 1.441  0.44
H130 -7.560 -1.224 0.526  0.37
H131 -5.097 -1.291 0.383  0.10
H132 -5.046 -1.321 2.087  0.04
H133 -5.868 1.033 2.118  0.36
H134 -6.037 0.999 0.329  0.21
H135 -3.591 0.649 0.066  0.02
H136 -3.301 0.585 1.755  0.13
H137 -1.686 4.158 1.829  0.60
H138 -1.238 2.638 1.025  0.29
H139 -1.490 1.485 3.331  0.25
H140 -2.325 2.869 3.905  0.51
H141 -0.155 4.229 3.536  0.41
H142 0.597 2.675 3.570  -0.26
H143 -1.128 4.419 5.351  0.45
H144 0.540 4.124 5.730  0.43
H145 -0.488 2.882 6.136  0.32
H146 -2.933 2.519 -0.949  -0.62
H147 -2.698 4.133 -0.696  0.87
H148 -5.581 3.752 -0.533  0.62
H149 -5.066 2.568 -1.757  0.19
H150 -5.879 4.323 -2.811  0.45
H151 -4.292 4.285 -3.272  0.02
H152 -3.718 6.380 -1.743  0.29
H153 -5.293 6.304 -0.998  0.38
H154 -4.984 6.765 -2.692  0.43
H155 -4.778 2.860 2.951  0.72
H156 -5.787 3.599 1.838  0.77
H157 -3.931 5.538 1.705  0.57
H158 -3.597 5.008 3.424  0.06
H159 -5.546 5.412 4.192  0.33
H160 -6.208 5.728 2.463  0.41
H161 -6.097 7.885 3.634  0.38
H162 -4.693 7.649 2.433  0.32
H163 -4.414 7.389 4.171  0.31
N2 4.870 -5.128 1.262  -0.78
S1 3.515 -4.615 0.786  1.16
O3 3.579 -3.262 0.175  -0.35
O4 2.310 -4.885 1.549  -0.47
F1 3.401 -5.567 -0.566  -0.39
S2 4.611 -4.421 2.769  1.13
O5 3.856 -5.284 3.691  -0.65
O6 4.473 -2.979 2.916  -0.54
F2 6.138 -4.656 3.322  -0.37